1.
{"formula": "C16H18N8PdS3", "method": "the ωB97M-V functional and the def2-TZVPD basis", "total_charge": 2, "relative_energy_kcal_mol": 46.3, "e_lumo_ev": -8.0, "energy_ha": -2380.5176, "symbols": ["Pd", "N", "C", "N", "C", "C", "S", "C", "C", "S", "C", "N", "N", "H", "H", "H", "H", "H", "H", "N", "C", "C", "C", "N", "H", "H", "H", "H", "N", "C", "S", "N", "C", "C", "C", "C", "C", "C", "H", "H", "H", "H", "H", "H", "H", "H"], "coordinates": [[0.9082, 0.5295, 0.4366], [-1.8519, -1.7646, 0.1019], [-0.6683, -2.1563, -0.3894], [0.4315, -1.4381, -0.3208], [1.5044, -2.0960, -0.9098], [1.2069, -3.2916, -1.4688], [-0.4685, -3.6522, -1.2345], [2.7864, -1.4142, -0.7615], [4.0293, -1.7653, -1.1652], [5.1874, -0.5762, -0.6708], [3.9292, 0.3449, 0.0621], [2.7365, -0.2086, -0.0601], [4.1373, 1.5206, 0.6690], [-1.8988, -0.9511, 0.6934], [-2.6176, -2.4137, 0.1630], [1.8569, -3.9908, -1.9611], [4.3410, -2.6370, -1.7097], [5.0728, 1.8486, 0.8423], [3.3946, 1.9431, 1.2040], [0.2092, 1.0926, 3.4557], [0.5663, 0.8078, 4.7183], [1.7593, 0.1223, 4.6605], [2.0611, 0.0405, 3.3009], [1.1187, 0.6400, 2.5738], [-0.5763, 1.6362, 3.1380], [-0.0449, 1.1139, 5.5485], [2.3276, -0.2620, 5.4855], [2.8985, -0.4300, 2.8150], [0.7593, 2.3662, -2.2051], [-0.3433, 2.0487, -1.4988], [-0.3643, 2.4952, 0.1819], [-1.3054, 1.3899, -2.1397], [-2.5803, 0.8827, -1.7334], [-3.0985, -0.1183, -2.5519], [-4.3258, -0.6831, -2.2541], [-5.0356, -0.2501, -1.1425], [-4.5215, 0.7632, -0.3504], [-3.2943, 1.3469, -0.6370], [1.3930, 3.0368, -1.8003], [0.7843, 2.2748, -3.2112], [-1.0961, 1.1448, -3.1008], [-2.5463, -0.4556, -3.4190], [-4.7292, -1.4514, -2.8967], [-5.9997, -0.6796, -0.9134], [-5.0916, 1.1323, 0.4906], [-2.9412, 2.1646, -0.0354]], "forces_ev_per_a": [[0.727, -0.042, 0.087], [-0.052, -0.073, 0.144], [-0.136, 0.006, -0.096], [-0.296, 0.200, -0.536], [0.152, -0.288, -0.171], [-0.035, 0.399, 0.261], [0.107, 0.086, 0.078], [0.302, -0.329, -0.208], [-0.421, 0.284, 0.214], [-0.220, -0.004, 0.001], [-0.026, 0.069, 0.073], [-0.181, -0.461, 0.391], [0.058, 0.153, 0.114], [0.014, 0.037, -0.070], [-0.020, 0.022, -0.059], [0.079, -0.065, -0.036], [0.009, -0.085, -0.061], [0.000, 0.003, -0.008], [0.002, -0.011, 0.008], [0.123, 0.147, -0.148], [0.040, -0.007, -0.023], [-0.083, 0.037, 0.008], [-0.138, 0.074, 0.016], [0.516, 0.186, 0.133], [-0.018, -0.030, 0.031], [-0.025, -0.016, 0.065], [0.037, -0.047, 0.066], [0.042, -0.021, -0.003], [-0.245, 0.148, 0.048], [-0.282, -0.112, -0.429], [-0.326, -0.495, -0.074], [0.290, 0.282, 0.027], [0.012, -0.113, 0.054], [-0.019, 0.078, 0.200], [0.027, 0.045, 0.012], [-0.013, -0.040, -0.043], [0.003, 0.051, 0.048], [-0.049, -0.087, -0.159], [0.052, -0.059, 0.046], [-0.042, 0.038, -0.003], [0.020, 0.064, 0.038], [0.058, -0.025, -0.075], [-0.033, -0.041, -0.033], [-0.045, -0.026, 0.012], [-0.024, 0.004, 0.025], [0.058, 0.064, 0.034]], "nbo_charge": [0.90, -0.77, 0.27, -0.59, 0.08, -0.40, 0.48, 0.19, -0.42, 0.51, 0.26, -0.54, -0.77, 0.42, 0.43, 0.27, 0.28, 0.43, 0.42, -0.32, 0.01, -0.31, -0.01, -0.37, 0.43, 0.25, 0.27, 0.23, -0.76, 0.34, -0.17, -0.55, 0.19, -0.25, -0.18, -0.20, -0.19, -0.27, 0.43, 0.42, 0.41, 0.22, 0.24, 0.24, 0.24, 0.24]}



2.
{"formula": "C4H5N", "method": "the ωB97M-V functional and the def2-TZVPD basis", "relative_energy_kcal_mol": 37.9, "e_lumo_ev": 1.1, "smiles": "c1cc[nH]c1", "energy_ha": -210.1033, "symbols": ["N", "C", "C", "C", "C", "H", "H", "H", "H", "H"], "coordinates": [[-0.8876, -0.8192, 0.2545], [-0.6210, -0.2885, -0.9676], [0.2307, 0.7741, -0.8866], [0.4816, 1.0487, 0.4694], [-0.1549, 0.1816, 1.3090], [-1.6746, -1.5020, 0.1647], [-1.0869, -0.6261, -1.8964], [0.6558, 1.2950, -1.7212], [1.1212, 1.8483, 0.8351], [0.4174, -0.0034, 2.2565]], "forces_ev_per_a": [[0.855, 1.204, 0.876], [0.396, 0.464, 0.016], [-0.047, 0.313, -0.385], [-0.134, -0.019, 0.015], [-0.327, -1.850, -1.935], [1.087, 0.934, 1.681], [0.049, -0.221, 0.578], [-0.077, 0.213, -0.194], [-0.021, -0.312, -0.028], [-1.781, -0.726, -0.622]], "nbo_charge": [-0.57, 0.00, -0.36, -0.25, -0.12, 0.42, 0.21, 0.22, 0.23, 0.23]}



3.
{"formula": "C3H3O2Y", "method": "the ωB97M-V functional and the def2-TZVPD basis", "total_charge": 2, "relative_energy_kcal_mol": 0.0, "e_lumo_ev": -11.0, "energy_ha": -304.1597, "symbols": ["C", "C", "H", "H", "H", "O", "C", "O", "Y"], "coordinates": [[0.3875, 0.7203, -0.6634], [-0.6389, 0.9686, -1.4953], [-0.7982, 1.9463, -1.9669], [0.9728, 1.6020, -0.3629], [-1.3624, 0.1901, -1.7675], [0.6490, -1.7314, 1.4535], [-0.0967, -1.2489, 2.2422], [-0.6803, -1.0617, 3.2197], [1.5671, -1.3853, -0.6594]], "forces_ev_per_a": [[1.465, -1.522, -0.322], [-0.110, -0.605, -0.263], [-0.124, -0.200, 0.483], [0.163, -0.276, -0.011], [0.225, 0.244, -0.158], [0.585, 0.369, -1.987], [-0.953, -0.978, 4.088], [0.687, 0.534, -2.612], [-1.938, 2.434, 0.783]], "nbo_charge": [-0.90, -0.26, 0.25, 0.25, 0.21, -0.75, 1.10, -0.28, 2.38]}



4.
{"formula": "C24H48BBa2F4NO12", "method": "the ωB97M-V functional and the def2-TZVPD basis", "total_charge": 2, "relative_energy_kcal_mol": 1.6, "e_lumo_ev": -6.6, "energy_ha": -2375.8745, "symbols": ["Ba", "Ba", "B", "F", "F", "F", "F", "C", "C", "O", "O", "H", "H", "H", "C", "C", "C", "C", "C", "C", "N", "O", "O", "H", "H", "H", "H", "H", "C", "O", "C", "C", "O", "C", "H", "H", "H", "H", "H", "H", "H", "H", "H", "H", "C", "O", "C", "C", "O", "C", "H", "H", "H", "H", "H", "H", "H", "H", "H", "H", "C", "O", "C", "C", "O", "C", "H", "H", "H", "H", "H", "H", "H", "H", "H", "H", "C", "O", "C", "C", "O", "C", "H", "H", "H", "H", "H", "H", "H", "H", "H", "H"], "coordinates": [[-2.2064, -3.6851, -1.4396], [0.9693, -4.6365, 1.6149], [-2.3032, -5.4235, 1.7256], [-2.6581, -5.8948, 0.4392], [-3.4448, -5.4639, 2.4991], [-1.2684, -6.1268, 2.3154], [-1.8853, -4.1668, 1.3965], [1.2639, -0.5473, -0.6816], [0.8629, -1.7255, 0.1718], [1.5268, -2.0502, 1.1730], [-0.1493, -2.4122, -0.1734], [1.6446, 0.3623, -0.2201], [0.4293, -0.1690, -1.2698], [2.0564, -0.9737, -1.3048], [3.0597, 3.2782, 3.1152], [2.5706, 3.3525, 4.4104], [1.4070, 2.6764, 4.7588], [0.8577, 1.7843, 3.8437], [1.3642, 1.6475, 2.5541], [2.4247, 2.4591, 2.1851], [-0.3278, 1.0061, 4.2627], [-1.1886, 0.7786, 3.4422], [-0.2644, 0.5165, 5.3600], [3.8774, 3.9001, 2.7787], [3.0855, 3.9351, 5.1615], [1.0025, 2.7788, 5.7553], [0.9311, 0.9502, 1.8530], [2.8299, 2.2225, 1.2100], [-0.4009, 2.6037, -1.5262], [-1.0310, 2.6816, -0.2717], [-1.2188, 3.9431, 0.3128], [-2.4128, 4.6983, -0.2701], [-2.2271, 4.9389, -1.6294], [-3.2706, 5.6545, -2.2761], [-0.5768, 3.4531, -2.1908], [-0.7650, 1.7233, -2.0478], [0.6847, 2.6256, -1.3798], [-0.2886, 4.5210, 0.3132], [-1.4829, 3.8167, 1.3654], [-2.6336, 5.5919, 0.3271], [-3.2585, 4.0231, -0.0532], [-2.9414, 5.7209, -3.3149], [-3.4751, 6.6364, -1.8551], [-4.1312, 4.9760, -2.3405], [0.5902, -2.7618, -3.8517], [-0.5730, -2.2442, -3.2263], [-1.0305, -1.0150, -3.7736], [-2.1662, -0.4666, -2.9039], [-3.1695, -1.4228, -2.6363], [-4.3776, -1.3693, -3.4332], [1.4625, -2.1075, -3.8989], [0.3758, -2.9959, -4.9041], [0.7569, -3.7225, -3.3596], [-1.6323, -1.1625, -4.6823], [-0.2615, -0.2609, -3.9269], [-2.6085, 0.4521, -3.3008], [-1.7744, -0.1150, -1.9409], [-4.2121, -1.7246, -4.4481], [-4.7003, -0.3264, -3.4509], [-5.1052, -1.9235, -2.8464], [10.0007, 0.8537, 1.0562], [8.9170, 1.7531, 0.9796], [7.7011, 1.3038, 1.5036], [6.4794, 1.9340, 0.8523], [5.2430, 1.4193, 1.2799], [4.9499, 0.0947, 0.8188], [10.8377, 1.3198, 0.5479], [9.7321, -0.0932, 0.5733], [10.2338, 0.6462, 2.1069], [7.7569, 1.5147, 2.5797], [7.5896, 0.2127, 1.3924], [6.5691, 1.8932, -0.2399], [6.4736, 2.9944, 1.1104], [5.0932, 0.1384, -0.2687], [3.9051, -0.0353, 1.0850], [5.6455, -0.6523, 1.2014], [-2.9797, -1.0406, 0.9017], [-3.6078, -2.2593, 0.4886], [-5.0188, -2.2715, 0.6070], [-5.5047, -3.6537, 0.2595], [-4.8833, -4.0108, -0.9792], [-5.5093, -5.1020, -1.6250], [-2.8672, -0.3400, 0.0642], [-1.9808, -1.2007, 1.2940], [-3.5836, -0.4427, 1.5859], [-5.4234, -1.5346, -0.0993], [-5.3649, -1.9653, 1.5976], [-6.5930, -3.5887, 0.1656], [-5.2714, -4.4195, 1.0029], [-6.5687, -4.9391, -1.8525], [-5.5642, -5.9630, -0.9486], [-5.0191, -5.3801, -2.5573]], "forces_ev_per_a": [[-0.464, 0.756, 0.842], [-0.710, 1.270, 0.183], [-3.452, -1.259, 0.145], [0.410, -1.023, -1.073], [0.717, 0.304, 0.006], [1.506, -0.246, 0.005], [1.915, 2.426, 0.366], [-0.173, 0.085, -0.316], [-0.632, 0.694, 0.132], [0.832, -0.898, 0.706], [-0.321, -1.140, -0.512], [0.290, -0.489, 0.658], [0.016, -0.512, -0.263], [-0.060, 0.380, -0.305], [-0.339, 0.124, -0.480], [-0.183, 0.164, -0.121], [0.401, -0.691, -0.053], [-0.226, 0.901, -0.072], [-0.441, 0.410, 0.597], [0.142, -1.134, 0.095], [1.407, -0.470, -0.624], [-0.559, 0.095, -0.419], [-0.437, -0.050, 0.881], [0.230, -0.163, 0.216], [-0.095, 0.205, -0.076], [-0.105, -0.119, -0.016], [-0.154, -0.008, 0.069], [0.262, 0.710, -0.069], [0.584, 1.173, -0.095], [-0.612, -0.870, 0.139], [-0.122, 1.048, 0.070], [-0.039, -0.771, 0.732], [0.196, 0.552, -0.016], [0.287, -1.362, -0.767], [-0.425, 0.033, 0.231], [0.232, -0.234, 0.119], [0.143, -0.556, -0.113], [0.006, 0.108, -0.306], [0.177, -0.442, -0.002], [0.323, 0.250, -0.190], [-0.215, 0.066, -0.508], [0.051, 0.494, 0.111], [-0.094, -0.063, 0.156], [-0.399, 0.534, 0.419], [-0.505, -0.771, -1.059], [0.107, 0.671, 0.086], [-2.353, 0.274, -0.241], [0.852, 0.967, 1.153], [-0.052, -0.773, -0.128], [0.472, 0.822, 0.726], [-0.096, 0.124, 0.707], [-0.092, -0.003, 0.098], [0.553, 0.208, 0.037], [1.052, -0.482, -0.626], [0.234, -0.150, 0.049], [0.100, -0.197, -0.533], [-0.061, -0.441, 0.149], [-0.130, -0.212, 0.030], [-0.114, -0.045, -0.201], [-0.103, -0.286, -0.398], [-0.627, -0.205, 0.360], [-0.309, 0.651, -1.124], [0.207, -0.978, 0.881], [0.611, 1.060, -0.231], [0.079, -0.617, 0.480], [0.554, 1.581, -0.538], [0.077, -0.042, 0.059], [0.168, -0.009, -0.071], [0.241, -0.001, -0.065], [-0.599, -0.117, 0.066], [0.297, 0.010, 0.000], [0.055, -0.235, -0.060], [-0.141, 0.027, -0.025], [-0.314, -0.426, -0.120], [0.047, -0.581, 0.038], [-0.316, -0.143, 0.334], [-0.246, 1.124, -0.540], [0.707, 0.116, 0.388], [-0.057, 0.335, -0.352], [-0.163, 0.177, 0.163], [0.056, 0.193, -0.692], [-1.094, -1.003, 0.531], [-0.001, -0.301, -0.319], [-0.155, -0.407, 0.247], [-0.019, -0.550, 0.464], [-0.120, -0.119, -0.059], [0.222, -0.194, 0.129], [0.014, -0.193, -0.232], [0.156, 0.144, 0.109], [0.143, 0.601, -0.151], [0.493, -0.092, -0.100], [0.305, 0.201, 0.101]], "lowdin_charge": [2.12, 2.08, -1.41, 0.04, 0.18, 0.04, 0.01, 0.03, -0.75, -0.20, -0.30, 0.07, 0.06, 0.10, -0.05, -0.05, 0.00, -0.14, -0.01, -0.07, -0.37, 0.07, 0.10, 0.11, 0.12, 0.12, 0.09, 0.09, -0.10, -0.18, -0.20, -0.23, -0.21, -0.08, 0.09, 0.05, 0.09, 0.13, 0.13, 0.13, 0.13, 0.09, 0.09, 0.09, -0.08, -0.35, -0.17, -0.22, -0.37, -0.02, 0.10, 0.11, 0.09, 0.14, 0.14, 0.15, 0.10, 0.10, 0.11, 0.09, -0.10, -0.18, -0.23, -0.20, -0.21, -0.08, 0.09, 0.09, 0.09, 0.14, 0.11, 0.13, 0.13, 0.09, 0.07, 0.08, -0.06, -0.34, -0.17, -0.15, -0.38, -0.09, 0.09, 0.08, 0.11, 0.14, 0.15, 0.15, 0.14, 0.11, 0.11, 0.09]}



E_HOMO: -13.80; -8.25; -17.82; -12.63 (eV)